Below is the molecule C6H11N, with properties calculated with wB97M-V/def2-TZVPD.

Calculated values
**Gap between HOMO and LUMO**: 9.63 eV
**SMILES**: CCC=C=NCC
**Relative energy (zero: lowest compared OMol25 entry of this formula, charge and spin)**: 33.68 kcal per mole
**Total energy**: -7889.0708 eV

The geometry in ORCA input format:
```
! wB97M-V def2-TZVPD RIJCOSX def2/J DEFGRID3
* xyz 0 1
C 1.72107 2.45045 -0.28727
C 0.51956 1.59392 0.09828
C 0.94802 0.19345 0.45833
C -1.76420 -1.51856 0.55624
C -1.10792 -2.24434 -0.61538
C 0.64663 -0.82919 -0.30323
N 0.23527 -1.75180 -0.99560
H 1.43538 3.48258 -0.51305
H 2.21066 2.01969 -1.16676
H 2.45265 2.46211 0.52831
H -0.01325 2.03603 0.95125
H -0.20193 1.55515 -0.72792
H 1.50295 0.01708 1.37503
H -1.15527 -1.59284 1.46574
H -1.89817 -0.44992 0.34207
H -1.00652 -3.31227 -0.39601
H -2.74631 -1.96066 0.75406
H -1.73204 -2.15766 -1.51163
*
```